Entry from the Open Molecules 2025 dataset: 2 unconnected molecules or ions with the total composition C2H9NS2 (ωB97M-V/def2-TZVPD).

Structure (XYZ):
```
14
Properties=species:S:1:pos:R:3:forces:R:3:mulliken_charge:R:1
C 0.28478 -1.40198 -1.00892 0.011 0.164 0.470 -0.6513
C -0.22763 -1.66147 0.40710 -0.168 -0.671 -0.261 -0.4154
N -1.20224 -0.71312 0.91484 -0.108 0.262 0.066 -0.5737
H -0.45533 -1.67773 -1.76052 -0.019 0.063 -0.032 0.2832
H 1.18025 -2.00765 -1.15102 0.085 0.154 -0.321 0.2981
H 0.50651 -0.33152 -1.09089 0.195 -0.326 -0.236 0.0351
H 0.61956 -1.76159 1.08763 -0.068 0.317 0.140 0.3261
H -0.71079 -2.64416 0.42156 0.053 -0.004 0.071 0.2966
H -1.98300 -0.67337 0.26780 -0.044 0.027 0.103 0.2429
H -0.81659 0.22633 0.94439 0.045 -0.105 -0.031 0.1924
S 0.84998 2.38794 -0.54950 0.046 0.065 0.336 -0.2454
S 0.80018 3.15777 1.37851 0.035 -0.161 -0.358 -0.1610
H -0.34240 2.83582 -0.96096 -0.077 0.072 -0.035 0.1948
H 1.49670 4.26472 1.09999 0.014 0.143 0.090 0.1774
```
Forces are in eV/Å.

Energy relative to the best compared isomer or geometry (same formula, charge and spin)   44.2 kJ/mol
Highest occupied orbital energy   -9.106 eV
SMILES string   CCN.SS
DFT total energy   -25380.2560 eV
Spin multiplicity   1

Entry from the Open Molecules 2025 dataset: a molecular structure, H26O13 (ωB97M-V/def2-TZVPD).

Structure (XYZ):
```
39
Properties=species:S:1:pos:R:3:forces:R:3:mulliken_charge:R:1
O 2.19827 0.44297 2.30887 1.639 2.988 -1.789 -0.5641
H 1.82226 -0.15131 2.85799 -2.612 -3.821 2.288 0.2075
H 2.72747 0.86265 2.98865 0.668 0.833 -0.196 0.2754
O -2.66145 1.93495 1.12030 -0.511 0.286 -0.607 -0.6159
H -1.79742 2.33844 1.00352 0.390 0.289 0.610 0.3882
H -2.67567 1.40159 1.89916 0.286 -0.472 0.644 0.2670
O 2.51730 -1.31440 -0.71104 -4.272 1.108 3.997 -0.5709
H 1.86777 -2.01932 -0.25617 0.837 1.882 -0.243 0.2720
H 2.96936 -1.91375 -1.16784 3.843 -3.689 -3.221 0.2957
O 3.98782 1.02667 0.16301 -1.199 -0.683 -0.295 -0.6729
H 3.43398 1.06122 0.95917 0.495 0.080 -0.238 0.3509
H 3.45833 0.34101 -0.32396 0.946 0.666 0.362 0.3497
O -0.22160 3.21107 0.98350 -5.255 2.254 -3.722 -0.5841
H 0.36915 2.82662 1.48158 5.115 -3.134 4.150 0.2424
H 0.16201 3.95987 0.56304 0.427 0.855 -0.425 0.2698
O -0.77371 -2.96900 -1.13966 -5.915 -0.466 -3.599 -0.6680
H -0.28005 -2.48145 -1.78059 0.815 0.855 -0.828 0.2973
H -1.70160 -3.10703 -1.63619 3.029 0.283 1.837 0.3526
O 0.87241 -3.23189 0.38701 0.988 -0.741 3.087 -0.8105
H 0.09353 -3.24936 -0.20726 0.340 -0.394 0.893 0.4350
H 0.49901 -3.43504 1.30116 0.947 0.616 -1.755 0.2914
O -1.13166 -1.53933 2.71553 -2.213 -0.321 1.280 -0.6362
H -2.08415 -1.22443 2.72267 1.870 -0.534 -0.135 0.3078
H -0.69033 -1.00401 2.07686 0.204 0.715 -1.213 0.2804
O 1.43401 0.01501 -2.71836 2.767 -2.627 -0.730 -0.6964
H 2.04383 -0.50888 -2.07034 -2.218 1.718 -0.984 0.4786
H 0.80699 0.57624 -2.31772 -0.859 0.898 1.264 0.3398
O -0.32468 1.96389 -2.22250 0.882 1.290 -2.516 -0.6184
H -0.28877 2.07878 -3.23409 -0.700 -0.817 1.962 0.2900
H 0.31606 2.67805 -2.05607 -0.194 -0.295 0.728 0.2921
O -3.07582 2.21400 -1.48219 1.280 -1.737 1.730 -0.6306
H -2.53518 1.89292 -0.65149 -1.887 1.160 -2.220 0.2636
H -3.46206 1.35015 -1.71487 -0.079 0.551 -0.099 0.3434
O -0.16213 -0.41807 0.30128 0.358 2.911 -1.429 -0.0461
H -0.51868 0.28701 -0.37927 1.212 -1.622 1.974 0.1715
H 0.69982 -0.01676 0.61089 -1.118 -0.583 -0.678 0.0482
O -2.93155 -0.99436 -0.21076 2.149 -2.440 0.486 -0.6273
H -1.91118 -0.96270 -0.39055 -2.903 -0.434 0.804 0.3281
H -3.05169 -1.92202 0.22674 0.448 2.571 -1.175 0.3029
```
Forces are in eV/Å.

Energy relative to the best compared isomer or geometry (same formula, charge and spin)   450.6 kJ/mol
Highest occupied orbital energy   -9.916 eV
DFT total energy   -27037.2770 eV
Spin multiplicity   1

Entry from the Open Molecules 2025 dataset: a molecular structure, C25H67N5O7 (ωB97M-V/def2-TZVPD).

Structure (XYZ):
```
104
Properties=species:S:1:pos:R:3:forces:R:3:mulliken_charge:R:1
C 0.39703 -0.45065 2.05918 -1.397 -0.665 0.703 -1.5681
C -0.52418 0.22821 1.03804 1.235 -1.052 1.108 1.3459
C -1.82946 0.80176 1.60440 1.326 -0.581 1.169 -2.9307
O 0.41119 1.14213 0.42080 -2.017 -6.180 7.099 -0.4165
H -0.21414 -1.19170 2.57437 0.439 1.064 0.645 1.2474
H 0.98878 0.16619 2.73553 -0.441 0.491 0.193 0.4984
H 1.12093 -1.08642 1.54940 -0.806 2.362 1.172 -0.8525
H -0.79940 -0.53108 0.30604 0.481 0.722 1.106 -1.2334
H -1.62118 1.31738 2.54188 0.742 0.145 -0.310 0.2114
H -2.45052 -0.01379 1.97488 -0.012 -0.238 -0.305 0.7443
H -2.45615 1.45784 1.00032 0.386 -0.472 0.210 0.5387
H 1.07891 1.36698 1.07287 -1.035 -1.634 0.522 0.0642
C 5.47636 -2.91868 -2.97436 0.267 0.323 -0.045 -0.7851
O 4.49029 -3.38305 -2.10341 -1.036 -0.192 0.057 -0.2414
C 4.61721 -4.76168 -1.66884 0.151 1.532 -0.524 -0.7655
C 3.69301 -4.89237 -0.45081 1.611 -0.642 -1.421 -0.2927
N 4.08000 -3.93633 0.52692 -0.938 0.714 1.280 -0.4633
C 2.87513 -3.50825 1.30485 -0.020 1.604 -1.239 -1.3178
C 2.23392 -2.30595 0.53102 1.499 -0.454 -0.183 -0.3299
O 3.25165 -1.24014 0.51242 -0.591 -2.018 0.207 -0.5625
C 2.86890 -0.06768 -0.14807 0.033 0.277 0.308 0.3352
H 6.44382 -3.14240 -2.52483 0.388 -0.016 -0.407 0.3796
H 5.39659 -1.84114 -3.11801 -0.186 0.168 0.637 0.1494
H 5.39033 -3.25592 -4.00730 0.061 -0.829 -0.015 0.3014
H 5.68845 -4.86044 -1.49336 0.043 -0.671 0.462 0.4323
H 4.29233 -5.40917 -2.48329 0.067 -0.261 0.017 0.3706
H 3.88724 -5.88428 -0.04279 -0.907 -0.336 -0.181 0.4302
H 2.72518 -4.67078 -0.90059 -0.633 -0.613 0.346 0.1662
H 4.28934 -3.13071 -0.04512 0.494 0.573 0.360 0.3815
H 3.10202 -3.12793 2.30083 0.416 -0.149 0.037 0.4093
H 2.12596 -4.29092 1.42429 0.169 -0.264 -0.177 0.3626
H 1.29897 -1.97844 0.98568 0.840 -1.789 -1.164 1.4223
H 1.98635 -2.55130 -0.50175 0.153 -0.251 -0.269 0.1882
H 2.36647 -0.21294 -1.10440 -0.581 -0.455 -0.032 0.1799
H 3.72527 0.55851 -0.39830 -0.514 -1.002 0.716 -0.2590
H 2.23274 0.46148 0.56141 0.808 -0.153 -0.898 -0.2364
C -2.33374 -3.30893 -1.29954 -0.612 -0.482 0.766 -0.7621
C -3.06738 -3.46903 0.07015 -1.379 0.203 -2.574 0.1461
C -2.67134 -2.34984 0.97559 0.544 -1.352 1.198 -1.1818
O -1.26890 -2.40152 1.24899 -0.195 0.105 1.032 0.0999
C -0.89470 -3.15174 2.42156 0.926 -1.993 -1.681 -1.1782
N -4.57932 -3.38181 -0.20116 1.589 -0.841 0.500 -0.7906
H -2.87902 -3.90311 -2.03283 0.047 0.090 -0.064 0.5428
H -1.30796 -3.67483 -1.25504 0.087 0.016 0.121 0.2616
H -2.29983 -2.25669 -1.58197 -0.539 -1.706 0.017 0.1748
H -2.85430 -4.48391 0.40588 -0.145 0.166 0.563 0.5523
H -3.15364 -2.45819 1.94706 -0.538 0.319 0.018 0.5453
H -2.96435 -1.42143 0.48539 0.298 0.080 0.348 0.5984
H 0.11442 -2.89351 2.74267 -0.430 0.691 0.344 0.5415
H -0.64563 -4.14965 2.06067 -0.459 -0.589 -0.084 0.1887
H -1.58673 -3.32716 3.24523 -0.349 0.894 -0.125 0.3937
H -4.93346 -2.43829 -0.13447 0.144 0.269 -0.004 0.2635
H -5.01153 -3.90722 0.54534 -0.383 0.017 0.053 0.2898
C 1.32236 2.83127 -0.06410 2.736 4.663 -2.932 -0.9994
C 2.43717 3.65521 -0.86801 -0.087 1.361 1.540 0.3939
C 3.66713 2.89325 -1.36042 -1.932 -2.210 1.055 -0.5599
O 4.35584 2.21943 -0.27797 2.504 2.480 -0.543 -0.3998
C 5.50335 1.55769 -0.83466 -0.516 -1.082 -0.606 -0.9835
N 1.84249 4.43370 -1.97336 -0.620 -0.521 -0.413 -0.7326
H 1.58788 2.29134 0.84479 2.837 3.088 -1.044 1.0427
H 0.76182 2.25546 -0.80053 2.051 1.870 -0.466 0.3791
H 0.58786 3.54567 0.30769 -0.016 0.337 -0.153 0.2863
H 2.73260 4.47344 -0.21126 0.634 -0.288 0.509 0.4086
H 4.25901 3.40351 -2.12030 0.382 0.233 0.487 0.3431
H 3.20665 2.00477 -1.79246 -0.118 -0.006 -1.364 0.3388
H 5.10644 0.87878 -1.58940 -0.036 -0.417 -0.323 0.3281
H 6.02147 0.89611 -0.14041 -0.298 0.447 0.539 0.3032
H 6.25722 2.08611 -1.41823 -0.172 1.098 0.503 0.3764
H 0.90537 4.12491 -2.18913 -0.346 -0.132 0.257 0.2628
H 2.31101 4.33978 -2.86317 0.495 -0.098 0.038 0.2495
C -1.52057 -0.59441 -1.67101 0.993 -0.983 -1.447 -2.5691
C -1.30813 0.77747 -2.14648 -0.503 0.692 -0.712 1.0588
C -2.46934 1.30522 -2.97312 0.353 0.564 -1.475 -1.4153
O -2.54186 0.56432 -4.23165 -0.361 0.256 0.586 -0.3805
C -3.43514 1.05804 -5.22539 -0.904 -0.314 0.427 -0.8154
N -1.02869 1.60866 -1.01779 -3.774 1.881 -3.386 -0.1556
H -2.46617 -0.73275 -1.14678 0.040 0.500 -0.289 0.0141
H -0.71466 -0.89530 -1.00162 -0.123 -0.241 -0.774 1.3338
H -1.40104 -1.28016 -2.50979 -0.531 0.111 -0.154 0.6281
H -0.50503 0.81594 -2.88245 0.532 -0.108 0.219 0.6773
H -2.18950 2.32860 -3.22312 -0.078 0.286 -0.033 0.6384
H -3.40995 1.38818 -2.42863 -0.352 -0.547 0.036 0.3483
H -3.03302 0.99701 -6.23667 0.654 0.457 0.253 0.2473
H -3.88951 2.01879 -4.98329 0.741 0.542 -0.081 0.3368
H -4.34663 0.46980 -5.33153 -0.066 -0.764 0.474 0.2917
H -1.67144 1.34859 -0.28339 0.079 0.336 -0.965 -0.7475
H -0.13117 1.42627 -0.59201 -1.466 -0.067 -2.210 0.4031
C -4.14629 4.32118 4.76176 0.663 -0.289 1.761 -1.4413
C -3.30601 3.12960 4.30204 -0.141 0.792 -2.849 0.1526
C -3.58327 2.77267 2.77947 -0.714 0.634 1.555 0.2831
O -3.31847 3.88447 1.86876 0.091 -0.500 2.664 -0.4117
C -3.45640 3.57018 0.53637 0.612 0.084 -1.333 -0.0650
N -1.92531 3.51599 4.44969 0.816 1.122 0.719 -0.7250
H -3.67268 5.28365 4.56821 -0.242 -0.064 -0.622 0.3083
H -4.00612 4.21484 5.83747 -0.397 0.441 0.394 0.4178
H -5.22340 4.32231 4.59462 0.214 -0.170 -0.493 0.3402
H -3.53083 2.28302 4.95077 -0.060 -0.296 -0.368 0.4478
H -4.65240 2.56222 2.75135 -0.202 -0.364 -0.468 0.4051
H -2.96336 1.88729 2.63844 -1.319 1.055 -0.239 -0.5444
H -2.56947 3.04917 0.17579 -0.312 -0.401 -0.210 0.0259
H -3.40999 4.46629 -0.08245 -0.323 0.429 0.355 0.4039
H -4.39416 3.06643 0.30196 -0.081 -0.334 -0.002 0.3299
H -1.79987 4.36578 3.91842 0.108 0.201 0.007 0.3002
H -1.14809 2.93050 4.17907 -0.543 -0.710 -0.035 0.2506
```
Forces are in eV/Å.

Energy relative to the best compared isomer or geometry (same formula, charge and spin)   1294.4 kJ/mol
Highest occupied orbital energy   -8.299 eV
DFT total energy   -48777.5180 eV
Spin multiplicity   1